19
Properties=species:S:1:pos:R:3:lowdin_charge:R:1 method="wB97M-V/def2-TZVPD" energy_ev=-7897.4418 total_charge=+1 homo_ev=-12.9 spin_multiplicity=1
N -0.17 2.21 0.30 0.194
C 0.85 -1.57 -0.08 -0.195
C 0.34 -0.52 2.09 -0.008
C -0.16 1.74 -1.11 -0.132
C -0.11 -1.06 0.94 -0.215
C 0.48 -2.56 -0.90 0.032
C -0.95 0.74 -1.48 0.068
H 0.05 1.40 0.92 0.113
H -0.31 -0.10 2.84 0.068
H -1.16 -1.15 0.71 0.100
H -0.48 -3.04 -0.70 0.072
H -1.76 0.39 -0.85 0.081
H 1.10 -3.05 -1.64 0.069
H -0.69 0.12 -2.32 0.093
H 0.52 2.95 0.43 0.173
H 1.41 -0.43 2.25 0.077
H 1.78 -1.04 -0.18 0.105
H 0.36 2.39 -1.80 0.125
H -1.09 2.57 0.57 0.178

***

22
Properties=species:S:1:pos:R:3:lowdin_charge:R:1 method="wB97M-V/def2-TZVPD" energy_ev=-16831.3464 homo_ev="-6.6 / -8.7" spin_multiplicity=1
Si 0.27 -0.94 1.03 0.760
N 1.87 -0.58 0.65 -0.221
C 2.39 -0.77 -0.67 -0.202
C 3.25 1.10 0.14 -0.141
C -1.19 0.07 0.40 -0.502
C -2.35 -0.78 -0.14 -0.113
C -0.56 1.01 -0.69 -0.113
C 2.59 0.55 1.19 -0.118
C 3.25 0.24 -0.99 -0.105
H 3.65 0.34 -2.05 0.130
H -3.25 -0.29 -0.11 0.054
H 2.12 -1.62 -1.30 0.028
H -1.43 0.71 1.23 0.075
H -1.44 1.12 -1.26 0.057
H -0.08 1.97 -0.31 0.113
H 2.57 0.89 2.24 0.117
H 0.51 -1.87 -2.33 0.107
H 4.16 1.63 0.40 0.096
H -2.01 -1.21 -1.03 0.050
H -2.55 -1.54 0.53 0.036
H -0.03 -1.63 2.24 -0.077
H 0.11 0.50 -1.21 -0.032

***

51
Properties=species:S:1:pos:R:3:lowdin_charge:R:1 method="wB97M-V/def2-TZVPD" energy_ev=-37937.8461 homo_ev=-8.6 spin_multiplicity=1 smiles="CCCc1nnc(SCC(=O)NC2CCCCC2)n1CCOC"
S 0.70 2.60 -0.55 1.004
O -2.97 0.64 2.03 -0.193
O 3.97 1.70 0.42 0.053
N 2.71 -0.04 -0.32 0.101
N 0.19 0.11 -1.55 0.000
N -0.85 -0.74 -1.66 0.088
N -1.56 1.07 -0.65 -0.006
C -1.90 -0.18 -1.12 -0.286
C 1.02 -1.43 1.79 -0.192
C -2.26 1.78 1.60 -0.193
C 3.09 1.24 -0.28 -0.575
C -4.34 0.87 2.27 -0.109
C 3.14 -2.42 0.01 -0.145
C -2.35 2.02 0.08 -0.116
C 2.46 -0.96 1.95 -0.137
C 3.22 -1.02 0.62 -0.304
C -3.37 -2.13 -1.66 -0.250
C 1.69 -2.91 -0.12 -0.198
C 0.99 -2.86 1.24 -0.197
C -0.23 1.18 -0.94 -0.622
C -2.60 -3.20 -0.89 -0.107
C -3.26 -0.76 -1.01 -0.130
C 2.31 2.13 -1.26 -0.341
H -2.94 -3.25 0.14 0.075
H 0.51 -1.40 2.76 0.110
H -3.52 -0.83 0.05 0.110
H -4.88 1.15 1.36 0.084
H 1.69 -3.93 -0.50 0.110
H -1.54 -2.95 -0.90 0.043
H -1.21 1.59 1.87 0.125
H 1.14 -2.29 -0.83 0.084
H 3.69 -3.11 0.65 0.118
H -2.60 2.68 2.13 0.127
H 1.49 -3.53 1.94 0.114
H 2.49 0.07 2.32 0.115
H 1.91 -0.30 -0.89 0.082
H 0.48 -0.77 1.11 0.092
H 4.27 -0.75 0.80 0.146
H -3.39 1.94 -0.25 0.124
H -2.99 -2.08 -2.68 0.107
H 3.61 -2.42 -0.98 0.116
H 2.12 1.64 -2.21 0.081
H -4.49 1.66 3.02 0.092
H -2.73 -4.17 -1.36 0.072
H -1.97 3.02 -0.14 0.110
H -4.43 -2.41 -1.71 0.105
H -0.04 -3.19 1.13 0.096
H 2.84 3.07 -1.40 0.083
H -4.74 -0.07 2.65 0.094
H -3.97 -0.07 -1.48 0.123
H 2.97 -1.59 2.67 0.119

***

99
Properties=species:S:1:pos:R:3:lowdin_charge:R:1 method="wB97M-V/def2-TZVPD" energy_ev=-117835.2974 total_charge=-2 homo_ev=-0.5 spin_multiplicity=1
Cs 1.03 0.16 2.06 1.636
Cl 5.02 2.06 5.20 0.583
Cl 4.52 6.56 2.18 0.549
Cl 5.97 4.98 4.48 0.551
Cl 2.12 5.23 0.66 0.633
S -1.63 2.99 2.97 0.884
O 2.81 1.09 3.55 -0.406
O -0.94 -1.50 2.51 -0.311
O 1.57 2.44 1.48 -0.474
O 1.27 -2.14 1.02 -0.258
N -1.19 -1.20 -2.70 0.175
N 1.09 0.16 -2.18 0.204
N -2.55 0.55 1.27 -0.071
N -1.45 2.65 -0.31 -0.058
C 4.65 4.25 3.60 -0.747
C 0.86 -4.38 3.83 -0.076
C -2.81 0.60 -0.15 -0.219
C 0.58 -3.30 2.98 -0.103
C 0.06 -4.72 4.90 -0.137
C -0.60 -2.49 3.22 -0.416
C -3.97 -3.34 -1.55 -0.054
C 2.52 3.01 2.14 -0.468
C -4.86 -3.20 -2.60 -0.106
C 4.02 4.94 2.59 -0.745
C -1.09 -3.94 5.14 -0.123
C -2.28 4.06 1.65 -0.460
C -3.28 -1.78 -3.74 -0.221
C -1.50 3.94 0.33 -0.289
C 3.35 0.68 -1.41 -0.214
C -2.73 -2.73 -1.56 -0.208
C -2.99 1.86 3.32 -0.481
C 2.18 1.07 -2.04 -0.198
C -1.79 -2.85 -0.39 -0.010
C -2.39 -1.95 -2.68 -0.215
C -2.70 2.03 -0.69 -0.217
C 2.97 4.31 1.89 -0.597
C 1.47 -3.02 1.84 -0.446
C 4.29 1.67 -1.12 -0.039
C -2.89 -0.89 -4.89 -0.045
C 3.18 2.27 3.25 -0.478
C 2.73 -3.86 1.67 -0.018
C 1.96 2.39 -2.45 -0.203
C -3.56 1.11 2.12 -0.288
C 4.10 2.98 -1.50 -0.086
C 1.14 -0.80 -2.99 -0.267
C 2.94 3.33 -2.18 -0.072
C 4.22 2.94 3.91 -0.619
C -4.51 -2.41 -3.69 -0.070
C 3.58 -0.74 -0.99 -0.031
C -0.09 -1.70 -3.05 -0.251
C 2.30 -1.13 -3.89 -0.032
C -1.41 -2.88 4.35 -0.025
C 0.67 2.78 -3.11 -0.037
C 0.13 -3.12 -3.51 -0.013
H 3.08 -0.38 -3.80 0.083
H -5.83 -3.68 -2.57 0.089
H 0.74 3.78 -3.52 0.071
H 3.25 -3.51 0.78 0.071
H -2.05 0.00 -0.65 0.091
H -2.55 1.15 4.03 0.065
H 1.75 -4.97 3.65 0.092
H -3.79 0.19 -0.44 0.117
H -0.81 -3.68 -3.49 0.080
H -3.35 3.84 1.52 0.058
H -4.27 0.35 2.50 0.113
H -5.21 -2.27 -4.51 0.098
H 0.31 -5.56 5.53 0.077
H -2.09 -3.68 0.25 0.090
H -3.56 2.62 -0.35 0.096
H -1.79 -1.95 0.22 0.066
H -2.12 -1.36 -5.51 0.076
H -1.94 4.67 -0.37 0.110
H -4.16 1.80 1.53 0.092
H 4.49 -0.80 -0.38 0.084
H 3.39 -3.76 2.54 0.087
H -2.80 1.96 -1.79 0.100
H -1.73 -4.19 5.99 0.088
H -0.15 2.76 -2.38 0.063
H -3.75 -0.68 -5.52 0.069
H 0.54 -3.14 -4.52 0.077
H 5.19 1.39 -0.57 0.110
H 3.72 -1.41 -1.86 0.063
H 1.96 -1.17 -4.93 0.083
H 2.76 -1.14 -0.40 0.045
H -0.47 4.25 0.51 0.061
H 2.77 4.36 -2.46 0.099
H -2.29 -2.28 4.54 0.100
H -0.76 -3.01 -0.70 0.074
H -0.91 2.01 0.26 0.074
H 0.40 2.09 -3.92 0.067
H 0.85 -3.61 -2.86 0.092
H -4.25 -3.94 -0.69 0.106
H 2.72 -2.11 -3.65 0.076
H -2.14 -0.31 1.61 0.055
H 4.82 3.74 -1.23 0.104
H -2.21 5.09 2.00 0.061
H -3.81 2.38 3.85 0.063
H 2.50 -4.92 1.56 0.075
H -2.47 0.05 -4.53 0.077